1.
A structure of composition C19H25N3RuSSi, computed with ωB97M-V with the def2-TZVPD basis set.

Calculated values
Energy above the lowest of the compared OMol25 structures with the same formula, charge and spin ... 22.92 kcal per mole
Total charge ... +1
HOMO-LUMO gap (alpha / beta) ... 4.70 / 5.69 eV
2S+1 ... 6
LUMO level (alpha / beta) ... -2.7781 / -5.6840 eV
HOMO (alpha / beta) ... -7.48 / -11.37 eV

Last column: Löwdin charge in e.
CARTESIAN COORDINATES (ANGSTROEM)
C (0.81, 2.03, 1.84)  -0.12
C (-0.24, 1.89, 0.88)  -0.20
C (-1.47, 1.56, 1.59)  -0.30
H (-0.18, 2.17, -0.17)  0.09
C (-1.11, 1.43, 3.00)  -0.19
C (0.27, 1.77, 3.13)  -0.14
H (0.80, 1.90, 4.07)  0.11
H (1.81, 2.37, 1.61)  0.11
H (-2.48, 1.64, 1.19)  0.10
H (-1.81, 1.26, 3.81)  0.10
Ru (-0.66, -0.32, 1.45)  0.75
C (-1.36, -2.23, -1.76)  -0.19
H (-2.42, -2.12, -1.54)  0.04
H (-0.99, -3.19, -1.42)  0.03
H (-1.29, -2.16, -2.86)  0.05
Si (-0.33, -0.79, -1.11)  0.55
C (1.42, -0.75, -1.80)  -0.29
C (2.05, 0.49, -1.61)  -0.14
H (1.50, 1.34, -1.20)  0.09
C (3.41, 0.63, -1.87)  -0.05
H (3.88, 1.61, -1.72)  0.11
C (4.15, -0.45, -2.34)  -0.08
H (5.22, -0.34, -2.55)  0.12
C (3.52, -1.69, -2.54)  -0.07
H (4.09, -2.53, -2.93)  0.11
C (2.16, -1.84, -2.27)  -0.08
H (1.66, -2.80, -2.41)  0.11
C (-1.32, 0.69, -1.80)  -0.30
C (-0.83, 1.48, -2.85)  -0.09
H (0.19, 1.35, -3.21)  0.10
C (-1.67, 2.41, -3.48)  -0.07
H (-1.29, 2.99, -4.33)  0.11
C (-2.98, 2.59, -3.05)  -0.08
H (-3.66, 3.27, -3.57)  0.11
C (-3.46, 1.85, -1.97)  -0.07
H (-4.48, 1.96, -1.61)  0.11
C (-2.63, 0.92, -1.34)  -0.14
H (-3.01, 0.35, -0.49)  0.08
H (-1.41, -1.22, 0.27)  -0.01
H (0.52, -0.13, 0.18)  0.02
N (1.16, -1.02, 2.31)  -0.05
N (0.91, -1.64, 3.59)  -0.03
C (-0.35, -2.04, 3.88)  -0.77
N (-0.48, -2.78, 5.00)  0.12
S (-1.73, -1.64, 2.96)  0.71
H (1.73, -1.65, 1.74)  0.13
H (1.75, -0.21, 2.51)  0.10
H (1.69, -2.19, 3.96)  0.17
H (-1.39, -3.10, 5.28)  0.11
H (0.33, -3.07, 5.54)  0.12


2.
A structure of composition C19H25N6STe4Ti, computed with ωB97M-V with the def2-TZVPD basis set.

Calculated values
Energy above the lowest of the compared OMol25 structures with the same formula, charge and spin ... 5.79 kcal per mole
Total charge ... -1
HOMO-LUMO gap ... 5.41 eV
2S+1 ... 1
LUMO level ... 2.1631 eV
HOMO ... -3.25 eV

Last column: Löwdin charge in e.
CARTESIAN COORDINATES (ANGSTROEM)
Ti (-0.38, 0.98, -1.86)  0.41
N (3.48, -0.11, -3.91)  0.05
C (2.26, 0.01, -3.27)  -0.84
S (1.44, 1.56, -3.33)  0.58
N (1.75, -1.01, -2.66)  0.04
N (0.53, -0.63, -2.14)  -0.24
C (-0.41, -1.55, -1.72)  -0.23
C (0.02, -2.77, -1.01)  -0.17
C (-0.60, -4.00, -1.25)  -0.04
C (-0.18, -5.14, -0.57)  -0.09
C (0.86, -5.06, 0.35)  -0.11
C (1.48, -3.84, 0.58)  -0.09
C (1.07, -2.71, -0.10)  -0.03
C (-1.73, -1.14, -1.89)  -0.23
C (-2.88, -1.78, -1.30)  -0.04
C (-4.12, -1.38, -1.65)  -0.08
C (-4.30, -0.29, -2.56)  -0.10
C (-3.22, 0.40, -2.96)  -0.20
N (-1.94, 0.05, -2.61)  -0.07
H (4.00, 0.75, -3.99)  0.07
H (4.02, -0.90, -3.61)  0.08
H (-1.39, -4.06, -1.98)  0.12
H (-0.67, -6.08, -0.77)  0.10
H (1.18, -5.95, 0.87)  0.09
H (2.30, -3.78, 1.29)  0.10
H (1.56, -1.76, 0.07)  0.10
H (-2.73, -2.59, -0.59)  0.10
H (-4.99, -1.87, -1.21)  0.10
H (-5.29, 0.03, -2.85)  0.10
H (-3.30, 1.30, -3.55)  0.11
Te (-0.63, 3.80, -1.77)  0.03
Te (0.95, 4.71, 0.17)  -0.05
Te (-3.40, 5.09, 1.08)  -0.26
Te (-3.00, 3.01, -0.52)  -0.08
C (2.09, 2.84, 3.62)  -0.08
C (2.00, 1.40, 3.16)  -0.21
N (0.83, 1.11, 2.33)  -0.06
C (-0.45, 1.05, 3.04)  -0.19
C (-1.27, 2.33, 2.95)  -0.11
C (0.88, 1.08, 0.99)  -0.43
C (2.21, 1.20, 0.32)  -0.05
N (-0.18, 0.87, 0.25)  0.03
H (3.03, 3.00, 4.17)  0.07
H (1.27, 3.10, 4.29)  0.07
H (2.06, 3.52, 2.77)  0.01
H (1.96, 0.72, 4.01)  0.12
H (2.90, 1.14, 2.60)  0.10
H (-0.22, 0.81, 4.08)  0.12
H (-1.02, 0.19, 2.66)  0.12
H (-0.78, 3.15, 3.46)  0.06
H (-2.25, 2.17, 3.41)  0.08
H (-1.44, 2.64, 1.93)  -0.05
H (2.63, 2.19, 0.49)  0.03
H (2.10, 1.08, -0.75)  0.02
H (2.89, 0.43, 0.68)  0.09
H (-1.02, 0.69, 0.78)  0.04


3.
A structure of composition C19H26AuN3O2P2, computed with ωB97M-V with the def2-TZVPD basis set.

Calculated values
Total charge ... +2
HOMO-LUMO gap (alpha / beta) ... 7.00 / 5.52 eV
2S+1 ... 3
LUMO level (alpha / beta) ... -6.7481 / -8.4833 eV
HOMO (alpha / beta) ... -13.75 / -14.00 eV

Last column: Löwdin charge in e.
CARTESIAN COORDINATES (ANGSTROEM)
Au (-0.83, 0.83, -0.07)  0.73
O (2.82, -3.93, 0.13)  0.09
C (3.80, -3.04, 0.36)  -0.24
C (5.14, -3.41, 0.31)  0.01
C (6.13, -2.51, 0.62)  -0.02
C (5.81, -1.21, 1.03)  -0.05
C (4.49, -0.83, 1.09)  0.00
C (3.46, -1.71, 0.72)  -0.07
C (2.10, -1.22, 0.69)  -0.35
O (1.79, -0.14, 1.29)  -0.18
N (1.21, -1.89, -0.07)  0.17
N (-0.03, -1.56, -0.16)  -0.02
C (-1.02, -2.33, -0.40)  -0.02
C (-2.33, -1.78, -0.70)  -0.25
C (-3.37, -2.62, -1.06)  0.02
C (-4.61, -2.08, -1.37)  0.00
C (-4.77, -0.70, -1.29)  0.00
C (-3.70, 0.08, -0.91)  -0.10
N (-2.50, -0.44, -0.62)  -0.04
H (3.19, -4.78, -0.15)  0.13
H (5.40, -4.43, 0.03)  0.13
H (7.17, -2.81, 0.57)  0.13
H (6.59, -0.51, 1.28)  0.12
H (4.23, 0.17, 1.41)  0.12
H (-0.89, -3.40, -0.37)  0.15
H (-3.21, -3.69, -1.10)  0.13
H (-5.43, -2.71, -1.67)  0.13
H (-5.72, -0.24, -1.51)  0.13
H (-3.80, 1.15, -0.83)  0.12
C (0.57, -1.19, 3.57)  -0.18
P (-0.01, 0.09, 2.42)  0.87
C (-1.79, 0.18, 2.95)  -0.23
C (0.67, 1.67, 3.03)  -0.35
C (0.13, 2.90, 2.31)  -0.37
P (0.29, 2.77, 0.49)  0.71
C (-0.52, 4.25, -0.16)  -0.24
C (2.05, 3.01, 0.13)  -0.21
H (0.12, -1.00, 4.54)  0.07
H (1.66, -1.17, 3.66)  0.06
H (0.26, -2.17, 3.22)  0.06
H (-1.83, 0.40, 4.02)  0.06
H (-2.26, -0.78, 2.76)  0.05
H (-2.33, 0.95, 2.40)  0.02
H (1.75, 1.61, 2.94)  0.09
H (0.42, 1.71, 4.10)  0.11
H (0.64, 3.80, 2.64)  0.11
H (-0.94, 3.03, 2.52)  0.09
H (-0.12, 5.14, 0.33)  0.07
H (-1.60, 4.20, 0.02)  0.05
H (-0.34, 4.32, -1.23)  0.06
H (2.37, 3.96, 0.55)  0.07
H (2.20, 3.02, -0.95)  0.06
H (2.63, 2.20, 0.56)  0.03


4.
A structure of composition C19H26BN7Sn, computed with ωB97M-V with the def2-TZVPD basis set.

Calculated values
Energy above the lowest of the compared OMol25 structures with the same formula, charge and spin ... 0.00 kcal per mole
Total charge ... +4
HOMO-LUMO gap (alpha / beta) ... 6.42 / 3.57 eV
2S+1 ... 1
LUMO level (alpha / beta) ... -15.2119 / -17.4397 eV
HOMO (alpha / beta) ... -21.64 / -21.01 eV

Last column: Löwdin charge in e.
CARTESIAN COORDINATES (ANGSTROEM)
C (-0.75, -2.93, 0.51)  0.00
N (-0.44, -2.15, -0.55)  -0.05
N (0.04, -2.97, -1.55)  0.06
C (0.09, -4.24, -1.07)  0.09
C (-0.40, -4.25, 0.23)  0.14
B (0.55, -2.35, -2.89)  -0.40
N (-0.51, -1.31, -3.45)  0.00
N (-1.03, -0.30, -2.68)  -0.11
C (-1.78, 0.51, -3.46)  -0.04
C (-1.75, 0.01, -4.77)  0.07
C (-0.91, -1.11, -4.72)  0.05
Sn (-0.22, 0.03, -0.65)  1.58
N (1.78, -1.46, -2.52)  0.01
N (1.66, -0.36, -1.71)  -0.08
C (2.85, 0.27, -1.69)  -0.06
C (3.75, -0.44, -2.48)  0.08
C (3.03, -1.51, -3.00)  0.05
H (2.99, 1.18, -1.12)  0.14
H (3.31, -2.29, -3.67)  0.16
H (4.78, -0.19, -2.63)  0.15
H (0.79, -3.18, -3.71)  0.15
H (-0.54, -1.75, -5.50)  0.16
H (0.55, -5.03, -1.66)  0.18
H (-2.24, 0.42, -5.62)  0.14
H (-0.45, -5.11, 0.91)  0.17
H (-2.27, 1.38, -3.06)  0.13
H (-1.21, -2.52, 1.39)  0.14
H (0.53, 2.78, -1.41)  0.00
C (-0.36, 3.41, -1.17)  -0.03
H (-0.68, 3.94, -2.09)  0.07
H (-1.21, 2.77, -0.83)  -0.02
H (-0.07, 4.14, -0.38)  0.06
C (-2.22, 1.93, 4.47)  0.03
N (-2.14, 1.77, 3.05)  -0.07
C (-2.06, 2.95, 2.24)  0.03
C (-1.70, 0.48, 2.53)  -0.11
C (-0.21, 0.23, 2.60)  -0.24
C (0.40, 0.12, 3.86)  0.02
C (1.80, 0.10, 3.96)  0.03
C (2.59, 0.14, 2.80)  0.02
C (1.96, 0.24, 1.55)  -0.08
C (0.59, 0.21, 1.46)  -0.19
H (-2.95, 2.72, 4.68)  0.14
H (-1.26, 2.25, 4.91)  0.15
H (-2.53, 0.99, 4.93)  0.13
H (-1.03, 3.30, 2.08)  0.14
H (-2.53, 2.78, 1.26)  0.12
H (-2.60, 3.74, 2.77)  0.13
H (-2.23, -0.27, 3.15)  0.16
H (-2.10, 0.38, 1.50)  0.11
H (-0.22, 0.06, 4.76)  0.14
H (2.27, 0.06, 4.94)  0.15
H (3.68, 0.10, 2.85)  0.15
H (2.59, 0.34, 0.66)  0.08